# C19H14CsF2NO5

A structure of composition C19H14CsF2NO5 (ωB97M-V/def2-TZVPD, OMol25).

Geometry as ORCA input:
```
! RIJCOSX wB97M-V def2-TZVPD def2/J DEFGRID3
* xyz -2 1
H -2.824 2.148 1.160
C -1.770 4.029 0.569
O 2.021 1.353 2.466
C -1.590 -4.090 -0.363
H 3.341 -0.152 -2.888
H 0.477 3.934 2.684
H -0.094 4.083 -0.852
C 2.370 -3.738 -1.981
O -2.743 1.615 4.237
C -2.658 -3.662 -1.130
Cs 0.509 -0.720 1.193
C -1.802 1.448 3.437
H 0.241 4.975 0.641
H 4.466 -4.209 -2.177
H -0.794 -2.035 -3.433
N -0.314 -3.840 -0.654
C -2.375 -2.919 -2.271
C -1.862 2.649 1.254
C -0.259 4.098 0.227
O -1.282 0.360 3.075
C 3.979 -2.134 -2.542
O -0.855 1.905 0.559
H -1.744 3.577 3.218
C 1.369 -2.776 -2.058
H -3.177 -2.545 -2.897
C 3.697 -3.451 -2.225
C -1.060 -2.648 -2.584
O 1.181 2.139 4.401
C -1.321 2.721 2.693
F 2.073 -5.045 -1.712
H -3.675 -3.879 -0.833
C 1.648 -1.434 -2.410
H -1.764 -4.649 0.552
F 5.295 -1.825 -2.786
C 0.236 2.793 0.866
H -2.385 4.062 -0.332
H -2.096 4.829 1.236
C 0.195 2.916 2.395
C 1.209 2.027 3.167
C -0.039 -3.131 -1.756
C 3.014 -1.157 -2.631
H 1.164 2.377 0.486
*
```

LUMO	4.12	eV



# C4H10NO

The ion C4H10NO with charge +1 (ωB97M-V/def2-TZVPD, OMol25).

Geometry as ORCA input:
```
! RIJCOSX wB97M-V def2-TZVPD def2/J DEFGRID3
* xyz 1 1
C 0.773 0.218 0.847
H 1.941 -0.245 2.450
H -1.252 0.264 0.525
C -0.203 -0.033 -1.447
C -1.508 0.084 -2.387
H 0.366 0.458 2.974
H 0.250 1.025 -1.523
H -1.861 -0.798 -2.868
N 0.882 -0.086 2.212
H -0.737 -1.202 0.158
H 0.545 -1.121 2.451
C -0.405 -0.187 0.073
O -1.842 1.205 -2.527
H 1.621 -0.221 0.288
H 0.934 1.351 0.656
H 0.495 -0.714 -1.881
*
```

LUMO	-4.27	eV
SMILES string	[NH3+]CCCC=O
energy relative to the best compared isomer or geometry (same formula, charge and spin)	229.6	kJ/mol



# C17H29Cl14IO3

A cluster of 8 separate species, C17H29Cl14IO3 in total (ωB97M-V/def2-TZVPD, OMol25).

Geometry as ORCA input:
```
! RIJCOSX wB97M-V def2-TZVPD def2/J DEFGRID3
* xyz 0 1
C 3.854 -0.610 -1.522
H -8.437 4.475 4.653
H -6.411 -7.477 -0.341
Cl -2.718 3.164 2.417
H -2.446 0.526 -1.872
H -7.222 3.832 5.782
C 0.836 1.595 -0.612
H 6.189 -3.490 1.672
C 0.385 0.509 1.485
O -3.109 -0.617 -0.395
H 3.793 1.977 0.780
C -2.487 0.292 -0.789
H -2.268 -3.627 2.275
H -5.039 -6.456 -0.825
H -2.800 -2.826 0.777
C -0.214 0.674 0.048
H 5.269 0.888 -0.989
Cl -5.424 3.413 3.503
Cl -4.986 -8.567 -1.862
C 6.898 -2.687 1.502
H 2.333 -2.026 -0.822
H 3.774 -2.794 -1.414
H -4.391 1.517 2.572
C 4.405 0.425 -0.523
H 4.743 -0.101 0.358
H -1.490 6.803 -3.624
I 0.603 3.651 0.021
O -0.046 -0.077 2.367
Cl 6.858 -2.251 -0.210
O 1.573 1.172 1.515
Cl -9.215 4.443 6.872
Cl -3.908 -4.870 1.135
Cl -1.503 4.560 -2.926
Cl 6.465 -1.321 2.536
C -2.524 -3.772 1.231
C -4.058 2.329 3.210
H 6.686 -1.514 -4.958
C 2.050 1.021 0.159
H -0.107 -0.246 -0.524
H -0.652 6.575 -2.071
C -8.271 3.830 5.508
H 3.028 -0.250 -2.133
Cl -6.817 -6.341 -2.361
H -1.803 2.196 -0.153
C -5.793 -7.154 -1.170
C 3.420 1.534 -0.141
C -0.804 6.175 -3.067
C 5.862 -0.841 -5.164
H 1.908 -0.046 -0.002
H 5.847 -0.578 -6.215
Cl 0.750 6.144 -3.909
C 3.415 -1.936 -0.854
Cl -1.116 -4.423 0.384
H 3.837 -2.021 0.143
H 0.995 1.485 -1.673
H 4.657 -0.878 -2.204
Cl 4.348 -1.662 -4.765
C -1.669 1.160 0.138
Cl -8.739 2.182 5.074
Cl 6.086 0.635 -4.215
H -2.000 1.017 1.148
H -3.712 1.941 4.161
H 7.900 -3.012 1.755
H 3.410 2.328 -0.878
*
```

LUMO	0.15	eV
SMILES string	CCCC[C@H]1OC(=O)[C@@H](CC=O)[C@H]1I.ClCCl.ClCCl.ClCCl.ClCCl.ClCCl.ClCCl.ClCCl
energy relative to the best compared isomer or geometry (same formula, charge and spin)	95.2	kJ/mol



# C46H36N7O3RuS

A structure of composition C46H36N7O3RuS (ωB97M-V/def2-TZVPD, OMol25).

Geometry as ORCA input:
```
! RIJCOSX wB97M-V def2-TZVPD def2/J DEFGRID3
* xyz 0 2
H -9.038 -0.039 0.520
O -3.101 -1.066 0.846
H 6.573 2.472 1.848
N -1.187 -0.349 -2.290
C -7.132 -0.814 -0.088
H 2.249 1.996 6.180
H 3.854 0.825 4.681
C 1.905 1.527 5.269
H -0.836 2.157 1.401
C -5.247 -0.143 1.248
H 4.300 2.419 -3.302
H -0.853 -5.968 -1.738
N -3.288 0.636 2.394
C 3.856 -0.009 -2.198
C -7.454 0.641 1.798
C 1.343 0.595 -4.963
H -5.101 -1.431 -0.449
N -0.872 -4.134 0.518
H 1.753 -1.004 -3.594
H -1.262 -4.258 -5.663
H -5.674 1.152 2.894
C -3.785 -0.190 1.507
H 0.509 0.077 -5.420
H -1.310 -1.960 -4.685
H -8.110 1.222 2.434
H 6.932 4.584 0.609
C -1.327 1.036 3.488
O 1.566 -0.712 -1.041
H 3.053 3.510 -5.130
H -7.535 -1.366 -0.927
C -1.070 -1.532 -1.808
C -0.967 -3.829 -1.874
C 2.762 2.523 -4.792
C 2.043 -0.019 -3.934
C 2.558 1.610 -0.358
H 3.263 3.943 -1.502
C 6.053 3.983 0.418
C -5.771 -0.853 0.173
S 2.886 -0.147 -0.653
H 4.097 -1.050 -2.420
C 0.097 0.954 3.746
C 5.851 2.798 1.111
H -0.695 -3.052 5.602
H -0.611 4.082 -2.402
H 1.152 2.339 -6.200
H -1.036 -6.226 -4.216
C 3.462 1.910 -3.764
C -0.666 -4.610 4.092
N -1.061 0.904 -0.223
H 3.057 -0.245 2.601
C 0.576 1.558 4.922
C -1.051 -5.240 -3.770
C 3.111 0.636 -3.324
C -0.866 2.121 0.324
O 0.704 -0.225 1.718
C 2.803 0.870 4.419
C -1.178 -4.121 -4.593
C 4.722 2.030 0.869
H 2.002 1.970 -1.226
C 2.372 0.278 3.258
H -1.946 1.667 4.120
H 4.779 0.517 -1.948
H -0.948 -1.272 3.963
C -7.975 -0.068 0.723
C -0.918 1.969 -2.361
Ru -1.112 -0.763 1.071
H 4.564 1.114 1.426
C -0.946 -5.109 -2.389
H -0.140 2.056 5.565
C -0.900 -3.329 -0.482
C -0.700 3.277 -0.397
H -0.936 1.827 -3.431
H -0.667 -5.811 2.307
C -0.740 -3.298 4.551
H 1.881 1.578 0.498
C 3.992 3.623 -0.766
N -1.918 0.411 2.535
C -1.091 -2.720 -2.689
C 3.783 2.430 -0.079
N -0.945 -2.481 2.294
C 1.012 0.303 2.872
H 5.259 5.325 -1.058
C 1.698 1.866 -5.394
C -0.879 -2.292 3.627
C -0.856 -3.750 1.842
C -0.725 -4.824 2.740
H -0.552 4.212 0.124
C 5.115 4.398 -0.518
C -1.062 0.816 -1.567
H -0.562 -5.438 4.780
C -6.094 0.605 2.061
C -0.734 3.199 -1.788
C -1.203 -2.837 -4.060
N -0.917 -1.962 -0.514
*
```

⟨S²⟩	0.754
LUMO (alpha / beta)	-0.43 / -0.47	eV
energy relative to the best compared isomer or geometry (same formula, charge and spin)	0.0	kJ/mol



Largest force on an atom across the listed records, respectively: 0.17, 6.74, 4.86, 0.53 eV/A.